Density functional theory data (ωB97M-V/def2-TZVPD) for a 3-piece molecular cluster, C15H14F7N4O2S overall at a distorted geometry.

```
43
Properties=species:S:1:pos:R:3
C 0.485 2.044 0.515
H -2.836 -7.105 -2.223
C -2.166 -5.521 -0.790
C -3.619 -5.081 -2.446
N -1.853 -0.127 -1.575
C -3.995 -0.655 -1.391
H -4.291 -5.084 -3.287
C 5.013 3.057 0.761
C 1.126 1.866 1.718
C -2.339 -0.221 -2.852
F 4.370 3.125 3.049
C 3.888 2.993 1.833
N -0.829 2.297 2.962
F 6.895 1.846 0.094
C -3.665 -0.545 -2.771
C -2.856 -0.396 -0.678
H -1.701 -0.051 -3.703
C -2.508 -4.196 -0.722
C -0.841 2.339 0.605
N -3.389 -3.936 -1.735
F 4.577 2.663 -0.430
H -2.673 -0.379 0.384
C 6.302 2.281 1.195
F 3.021 4.010 1.653
F 5.319 4.356 0.637
H -0.906 0.097 -1.337
H -1.487 -6.031 -0.127
C -1.489 2.445 1.836
H -2.202 -3.419 -0.042
H -4.957 -0.900 -0.973
H -3.802 -3.040 -1.926
O 3.008 0.834 3.124
H -2.547 2.653 1.888
N 0.434 2.020 2.824
H -1.436 2.473 -0.290
H -4.329 -0.690 -3.607
H 0.959 1.897 3.697
C -2.872 -6.083 -1.886
F 5.983 1.213 1.939
S 2.872 1.418 1.828
O 3.223 0.519 0.786
F 7.101 3.057 1.892
H 1.013 1.958 -0.424
```

Output
Net charge: +1
Highest occupied orbital energy, eV: -9.7621
Orbital gap, eV: 3.597


Density functional theory data (ωB97M-V/def2-TZVPD) for C15H14N2O3SSn as an isolated structure at a distorted geometry.

```
36
Properties=species:S:1:pos:R:3
H -5.639 1.196 0.523
H 3.070 -1.572 1.323
C 2.671 -0.043 -2.603
O -3.696 -0.671 -1.563
O -3.783 -1.645 0.693
C 3.787 0.571 -0.685
S -3.320 -0.604 -0.173
N -1.586 -0.446 -0.043
H 2.651 -5.106 -0.321
Sn 0.787 -0.770 -0.412
C -2.261 1.567 0.924
H 4.587 0.641 0.056
H 4.653 -0.949 -2.098
H 1.423 -1.950 1.972
H 2.297 2.120 -0.042
C -3.382 3.586 1.545
C -1.205 0.594 0.702
C -4.689 1.686 0.762
C -3.483 1.013 0.553
H -1.193 3.363 1.526
H 0.958 -3.595 -1.513
C 2.753 -4.275 0.362
C -2.180 2.900 1.360
N 1.041 -2.936 -0.745
H 2.458 -0.468 -3.590
H 3.485 -4.319 1.148
C 1.984 -3.138 0.217
H -5.540 3.529 1.491
C 3.834 -0.272 -1.843
O 0.045 0.651 1.099
C 2.587 1.320 -0.715
C 2.064 -1.902 1.081
H -3.360 4.610 1.902
C 1.837 0.906 -1.884
C -4.633 2.979 1.288
H 0.976 1.428 -2.297
```

Output
Net charge: 0
Energy relative to the best compared isomer or geometry (same formula, charge and spin), kJ/mol: 0.00
Highest occupied orbital energy (alpha / beta), eV: -7.2279 / -7.2289
Orbital gap (alpha / beta), eV: 5.775 / 5.776


Density functional theory data (ωB97M-V/def2-TZVPD) for C15H14N2O4Zr as an isolated structure at a distorted geometry.

```
36
Properties=species:S:1:pos:R:3
H -1.204 -3.720 -2.812
H 0.936 -2.628 -2.824
H -3.796 -1.760 0.135
O 2.948 6.117 2.888
H 0.798 -5.321 0.375
C 1.016 -3.398 -0.734
C -3.094 -1.908 -0.687
H 2.232 -1.717 -1.618
H 2.016 -5.172 -1.194
H -3.096 0.123 -1.712
H -1.411 2.688 1.636
N -0.165 -2.909 0.373
O -1.090 0.541 0.450
C -1.749 -2.954 -2.277
C -0.383 3.030 1.564
O 0.870 6.258 3.599
H 3.335 4.223 1.193
C 1.911 2.655 0.753
C -2.511 -3.140 -1.042
C -1.888 -1.557 -2.647
C 1.379 4.610 2.084
H 2.600 1.995 0.248
C -2.708 -0.930 -1.671
O 1.018 0.324 -0.421
N 1.759 5.710 2.893
H -1.532 -1.138 -3.597
C 0.552 2.285 0.879
C 1.280 -4.673 -0.441
C 0.211 1.022 0.265
C 2.300 3.862 1.317
C -0.003 4.217 2.203
H -0.664 4.800 2.759
C 1.321 -2.421 -1.721
Zr -0.509 -1.251 -0.737
H -2.614 -4.085 -0.538
H -0.062 -3.776 1.061
```

Output
Net charge: 0
Energy relative to the best compared isomer or geometry (same formula, charge and spin), kJ/mol: 23.00
Highest occupied orbital energy, eV: -7.6372
Orbital gap, eV: 5.790


Density functional theory data (ωB97M-V/def2-TZVPD) for C15H14N2O6Pd as an isolated structure at a distorted geometry.

```
38
Properties=species:S:1:pos:R:3
O -1.032 -2.964 -0.087
O 3.740 -1.297 1.612
C -1.380 -1.449 5.152
N -2.180 -1.463 6.269
O 1.169 2.782 0.359
H -3.793 -0.468 5.357
H -2.468 -2.157 8.176
Pd -0.672 0.218 -0.417
C -2.467 0.829 -1.050
H -0.784 -2.324 7.553
C -0.978 -0.604 2.868
O 1.352 -0.345 -2.799
C 0.588 1.766 0.298
C -0.838 -1.802 -0.061
H -4.247 -1.857 6.376
C -3.815 -0.015 7.464
C -1.552 -0.368 4.137
H -1.314 -4.171 6.172
N -1.107 0.303 1.893
H -1.871 -4.519 7.823
C 2.801 -1.349 2.236
H -3.820 -0.535 8.430
C -2.100 0.887 4.440
H -0.449 -1.544 2.688
C -1.852 -2.452 7.317
H -4.795 0.457 7.317
H -3.051 0.775 7.485
H -3.061 -4.119 6.555
C -3.575 -0.978 6.302
H -2.548 2.847 3.534
C -1.623 1.500 2.161
C -2.142 1.840 3.426
O -3.485 1.118 -1.489
C -2.053 -3.904 6.934
H -2.482 1.134 5.434
C 0.713 -0.134 -1.888
H -1.635 2.227 1.343
O -0.471 -2.282 4.992
```

Output
Net charge: +2
Multiplicity: 3
Energy relative to the best compared isomer or geometry (same formula, charge and spin), kJ/mol: 0.00
Highest occupied orbital energy (alpha / beta), eV: -15.6087 / -16.4152
Orbital gap (alpha / beta), eV: 8.339 / 5.650


Density functional theory data (ωB97M-V/def2-TZVPD) for C15H14N5PtS as an isolated structure.

```
36
Properties=species:S:1:pos:R:3
H -1.803 -0.535 -4.693
N -0.816 -0.900 -1.706
C -0.688 -0.346 -2.917
C -5.728 2.817 3.353
H -0.820 -4.347 0.756
Pt -0.407 0.358 0.067
H -1.572 -4.427 -0.813
H -0.129 -1.049 -4.836
C -0.134 0.992 -2.872
H -1.931 3.514 3.885
N -1.068 -3.884 -0.114
H -1.306 -2.083 -3.988
C 0.584 3.043 -3.885
H 0.675 3.683 -4.753
C 0.928 2.599 -1.555
C -2.521 1.805 1.921
C -4.826 2.208 2.525
N -1.742 1.268 1.241
H -5.156 1.564 1.722
H -3.588 4.560 5.373
C -3.913 3.915 4.570
H 1.327 2.873 -0.587
C -0.739 -2.650 -0.349
C 1.066 3.448 -2.659
C -3.444 2.452 2.733
C -0.012 1.785 -3.999
H 1.553 4.406 -2.535
H -0.377 1.433 -4.955
H -6.001 4.157 5.011
N -1.064 -2.165 -1.589
S 0.200 -1.744 0.835
C -0.995 -1.060 -4.170
C -2.987 3.320 3.757
C -5.277 3.673 4.367
N 0.332 1.416 -1.658
H -6.785 2.626 3.232
```

Output
Net charge: +3
Multiplicity: 5
Highest occupied orbital energy (alpha / beta), eV: -18.1929 / -17.8574
Orbital gap (alpha / beta), eV: 7.307 / 4.476


Density functional theory data (ωB97M-V/def2-TZVPD) for C15H15AlF4O14 as an isolated structure at a distorted geometry.

```
49
Properties=species:S:1:pos:R:3
H -4.239 0.735 5.192
O -1.076 1.541 -3.791
C -1.153 5.959 -2.860
O 2.342 -7.874 -1.785
H -2.129 1.897 0.206
H 1.710 -6.280 -2.984
H -2.032 6.524 -2.987
C -3.533 1.261 5.837
O -1.285 2.544 3.696
C -2.242 2.465 1.135
F -1.183 4.156 -0.072
O -1.426 0.784 5.094
C 3.066 -7.861 -0.637
C 2.964 -1.906 -2.711
O 3.106 -6.609 -0.102
H -1.743 4.498 1.805
C -2.048 3.939 0.917
C -1.842 1.963 4.559
C -0.380 5.028 -2.720
O -0.598 0.743 -1.790
H 2.733 -2.072 -1.658
H 3.533 -5.332 -1.665
C 1.747 -6.577 -1.940
C -0.494 1.626 -2.706
O -3.618 2.407 1.579
H -1.844 0.819 7.118
C -4.239 3.516 1.121
H 0.734 -6.589 -1.535
O 4.314 -1.496 -2.841
F 2.792 -3.083 -3.400
Al 0.716 3.299 -2.476
C 2.670 -5.716 -1.119
H 2.122 -0.887 -4.425
C 4.297 -0.114 -2.839
H 1.426 3.343 -1.022
O 5.262 0.553 -2.663
O 3.053 0.337 -3.046
F -4.183 1.693 6.953
C -2.292 0.474 6.185
H 1.793 3.271 -3.690
O -3.365 4.360 0.530
H -1.578 2.056 1.884
H -2.470 -0.597 6.248
F 2.009 -4.687 -0.542
O -3.006 2.372 5.147
C 2.208 -0.772 -3.343
O 3.597 -8.811 -0.169
H 1.210 -0.621 -2.923
O -5.409 3.721 1.236
```

Output
Net charge: -2
Highest occupied orbital energy, eV: 0.5023
Orbital gap, eV: 2.919


Density functional theory data (ωB97M-V/def2-TZVPD) for C15H15AsF6N3O3Rh as an isolated structure.

```
44
Properties=species:S:1:pos:R:3
H 0.345 0.836 -4.775
F -3.813 2.423 2.009
O 2.617 -0.853 2.125
C 1.945 -0.242 1.301
C -1.494 -3.475 1.694
H 4.767 3.397 0.675
C 1.593 2.937 -0.392
H -1.778 3.125 -3.886
As -3.602 1.699 0.481
F -1.812 1.345 0.971
C 3.547 1.662 1.029
C 2.815 3.571 -0.205
H 4.281 1.113 1.600
N 0.785 -0.738 0.828
F -3.105 0.882 -1.016
C 0.409 -1.877 1.441
C -0.712 0.605 -4.683
H -3.254 -4.707 1.776
H 2.970 4.554 -0.619
H -4.432 -3.373 0.025
F -3.960 0.136 1.131
O -0.529 0.469 -2.317
C -1.119 2.621 -3.179
C -2.800 -2.016 -0.221
H -2.307 0.823 -3.223
F -5.183 1.959 -0.080
H -1.243 1.085 -5.502
N 1.341 1.731 0.092
H -3.290 -1.404 -0.970
C 3.806 2.928 0.513
H -0.095 2.938 -3.377
N -1.581 -1.648 0.139
C 2.307 1.112 0.786
Rh -0.531 0.365 -0.427
C -2.780 -3.854 1.314
H -1.432 2.925 -2.175
C -0.947 -2.372 1.078
H 0.790 3.415 -0.938
O 1.137 -2.430 2.260
F -2.982 3.162 -0.179
C -3.433 -3.120 0.345
H -0.934 -4.012 2.444
H -0.848 -0.469 -4.771
C -1.256 1.120 -3.366
```

Output
Net charge: +1
Multiplicity: 6
Energy relative to the best compared isomer or geometry (same formula, charge and spin), kJ/mol: 0.00
Highest occupied orbital energy (alpha / beta), eV: -13.0621 / -13.8424
Orbital gap (alpha / beta), eV: 8.302 / 6.987


Density functional theory data (ωB97M-V/def2-TZVPD) for a 3-piece molecular cluster, C15H15BCl2F2N2O6P overall.

```
44
Properties=species:S:1:pos:R:3
F 1.799 -5.223 1.798
H -2.639 2.549 -2.863
C 3.828 2.594 1.393
H -1.204 -5.531 3.226
H -0.571 -4.472 1.989
C -1.727 5.599 -1.683
O 1.047 -1.371 2.132
H 0.415 -2.793 0.878
C -0.106 -6.710 0.559
C -2.710 3.601 -2.635
H -0.102 -4.144 -2.391
H -0.902 6.081 -1.180
N 0.788 -0.293 1.600
O -0.447 2.304 -1.892
B 0.759 -3.959 -0.654
H 3.289 -0.561 2.490
H 5.074 1.143 2.370
Cl -2.465 -7.513 1.400
C 2.571 2.880 0.874
O 0.522 -2.784 -0.088
C -2.856 6.317 -2.039
H -2.296 -4.789 2.052
H -4.790 6.247 -2.959
C 1.852 0.708 1.522
P 1.214 -5.560 0.417
N -0.485 3.482 -1.602
O 0.770 -4.200 -1.983
C 1.568 1.927 0.935
C -3.909 5.683 -2.686
C 4.093 1.358 1.970
O 0.401 4.067 -1.007
H 0.591 2.131 0.534
O -0.297 -0.030 1.139
Cl 0.061 -8.135 -0.366
H -2.915 7.372 -1.811
F 2.349 -6.307 -0.309
H 2.374 3.839 0.424
H -4.654 3.839 -3.490
C -1.319 -5.233 2.189
C 3.099 0.400 2.039
C -1.169 -6.435 1.330
C -3.834 4.329 -2.985
H 4.608 3.342 1.349
C -1.676 4.252 -1.987
```

Output
Net charge: +1
Highest occupied orbital energy, eV: -11.7860
Orbital gap, eV: 7.575


What did the second record say?
Density functional theory data (ωB97M-V/def2-TZVPD) for C15H14N2O3SSn as an isolated structure at a distorted geometry.

```
36
Properties=species:S:1:pos:R:3
H -5.639 1.196 0.523
H 3.070 -1.572 1.323
C 2.671 -0.043 -2.603
O -3.696 -0.671 -1.563
O -3.783 -1.645 0.693
C 3.787 0.571 -0.685
S -3.320 -0.604 -0.173
N -1.586 -0.446 -0.043
H 2.651 -5.106 -0.321
Sn 0.787 -0.770 -0.412
C -2.261 1.567 0.924
H 4.587 0.641 0.056
H 4.653 -0.949 -2.098
H 1.423 -1.950 1.972
H 2.297 2.120 -0.042
C -3.382 3.586 1.545
C -1.205 0.594 0.702
C -4.689 1.686 0.762
C -3.483 1.013 0.553
H -1.193 3.363 1.526
H 0.958 -3.595 -1.513
C 2.753 -4.275 0.362
C -2.180 2.900 1.360
N 1.041 -2.936 -0.745
H 2.458 -0.468 -3.590
H 3.485 -4.319 1.148
C 1.984 -3.138 0.217
H -5.540 3.529 1.491
C 3.834 -0.272 -1.843
O 0.045 0.651 1.099
C 2.587 1.320 -0.715
C 2.064 -1.902 1.081
H -3.360 4.610 1.902
C 1.837 0.906 -1.884
C -4.633 2.979 1.288
H 0.976 1.428 -2.297
```

Output
Net charge: 0
Energy relative to the best compared isomer or geometry (same formula, charge and spin), kJ/mol: 0.00
Highest occupied orbital energy (alpha / beta), eV: -7.2279 / -7.2289
Orbital gap (alpha / beta), eV: 5.775 / 5.776